Entry from OMol25: a 13-piece molecular cluster, C29H84O19S13 overall in a non-equilibrium geometry (ωB97M-V with the def2-TZVPD basis set).

Results
HOMO energy in Eh: -0.3025
E_LUMO in eV: -0.45
Largest force on an atom in hartree/bohr: 0.0363

Element x y z (Å)
O 6.89037 -11.70820 1.69312
S 7.60500 -12.30578 0.57711
O 8.11416 -11.45716 -0.45659
O 8.85926 -13.14729 1.19308
C 8.70562 -13.95732 2.34093
C 9.58652 -15.19155 2.19664
C 6.63945 -13.67116 -0.12767
H 7.66336 -14.26428 2.49596
H 8.92740 -13.38044 3.24357
H 9.45768 -15.60790 1.19612
H 9.28284 -15.95710 2.91013
H 10.65099 -14.99381 2.30756
H 6.33409 -14.33929 0.66921
H 7.40345 -14.11407 -0.76453
H 5.80686 -13.21529 -0.65441
O 0.95545 -8.38308 5.28926
S 0.59999 -8.81359 3.96004
O 1.37297 -8.45571 2.80533
O 0.52019 -10.45608 3.94621
C 0.07022 -11.06605 5.16442
C -0.13989 -12.54554 4.98045
C -1.17858 -8.58594 3.60582
H -0.82413 -10.54236 5.50949
H 0.80216 -10.97424 5.97170
H -0.34010 -12.95549 5.97063
H 0.75700 -13.03542 4.59411
H -0.92876 -12.84759 4.29050
H -1.41699 -7.60323 3.20664
H -1.66520 -8.71743 4.56861
H -1.46046 -9.31786 2.85508
O 3.04725 -6.45460 -7.08702
S 3.15731 -5.45337 -6.05632
O 2.45772 -4.21723 -6.19067
O 2.72632 -6.12991 -4.64699
C 3.32454 -7.39123 -4.32901
C 3.68486 -7.42865 -2.85678
C 4.90136 -5.07815 -5.70185
H 4.24102 -7.58246 -4.88749
H 2.57353 -8.15277 -4.53509
H 2.77155 -7.57009 -2.28070
H 4.21399 -6.54299 -2.50278
H 4.33901 -8.25176 -2.56504
H 4.98500 -4.35958 -4.89153
H 5.43803 -4.78232 -6.59549
H 5.29473 -6.01582 -5.30727
C 5.15177 -8.54291 1.51907
S 5.21732 -6.84520 0.88495
O 5.86883 -6.76710 -0.46884
C 3.43509 -6.54514 0.68275
H 4.67039 -8.57899 2.49554
H 6.20622 -8.79805 1.63028
H 4.68316 -9.27642 0.86450
H 2.94031 -6.60870 1.66009
H 2.96926 -7.36745 0.13938
H 3.18681 -5.53684 0.36253
C 6.52947 -3.55211 0.46648
S 7.69558 -2.23699 0.92733
O 6.87588 -1.21890 1.64284
C 8.72340 -3.16751 2.12533
H 6.92562 -4.55384 0.30825
H 6.13367 -3.21238 -0.49312
H 5.69584 -3.51346 1.16900
H 8.23283 -4.03562 2.57282
H 9.20969 -2.55476 2.87823
H 9.50628 -3.62976 1.51218
C 1.68775 -2.12672 1.59070
S 2.14162 -0.83062 0.41396
O 3.27654 -0.00816 0.96033
C 2.86244 -1.87903 -0.85305
H 1.22610 -1.61137 2.43127
H 2.57107 -2.66215 1.94720
H 1.02691 -2.86991 1.14666
H 2.43779 -2.87607 -0.74554
H 3.94374 -1.77455 -0.83226
H 2.52099 -1.51236 -1.82293
C 10.08255 -6.73196 2.33670
S 8.71531 -6.67063 1.13460
O 9.24020 -5.89244 -0.03935
C 8.91375 -8.36803 0.50062
H 10.07256 -7.53494 3.07316
H 10.17613 -5.78973 2.87556
H 10.97361 -6.84619 1.71518
H 8.10394 -8.68678 -0.15325
H 8.92237 -9.11675 1.30230
H 9.85530 -8.51036 -0.02921
C 7.55083 -4.91504 -2.17683
S 8.16236 -4.53396 -3.85589
O 7.30747 -3.41092 -4.36426
C 9.74165 -3.81248 -3.34708
H 8.16291 -5.66289 -1.67103
H 6.51413 -5.25450 -2.19384
H 7.51843 -4.00382 -1.57467
H 10.20451 -3.14954 -4.06777
H 10.38685 -4.61245 -2.97301
H 9.57403 -3.26461 -2.41312
C -0.16373 -7.74240 0.02673
S 0.17976 -7.24651 -1.67449
O -0.11394 -8.45193 -2.52526
C -1.07762 -5.92492 -1.82905
H -1.13457 -8.18153 0.25955
H 0.06301 -6.89419 0.68001
H 0.57258 -8.50880 0.27447
H -0.58905 -4.96318 -1.70037
H -1.92236 -6.08683 -1.16306
H -1.43802 -6.01157 -2.85488
C -1.55015 -4.60277 3.54347
S 0.08999 -5.27271 4.00363
O 0.91239 -5.28367 2.73567
C 0.71400 -3.81772 4.90604
H -1.90616 -5.30791 2.79070
H -1.37141 -3.62476 3.10081
H -2.30411 -4.56503 4.32752
H 1.74922 -3.69360 4.60315
H 0.63916 -4.03702 5.97095
H 0.10956 -2.93895 4.69166
C 2.63828 -11.54115 1.32204
S 2.50581 -13.31251 1.00737
O 3.49718 -13.62127 -0.10537
C 3.34923 -13.80321 2.49960
H 3.67519 -11.21495 1.23426
H 2.41619 -11.31823 2.37012
H 1.96408 -10.96325 0.69608
H 2.77293 -13.56971 3.40396
H 4.35336 -13.41213 2.66259
H 3.39275 -14.89209 2.59068
C 5.07703 -11.03436 4.67046
S 6.46127 -9.85819 4.72414
O 6.51878 -9.28251 6.10115
C 7.78845 -11.10044 4.75868
H 4.19193 -10.55350 5.08063
H 5.22097 -12.03531 5.08638
H 4.94174 -11.30237 3.61555
H 8.71942 -10.60507 4.49485
H 7.59594 -11.89406 4.03458
H 7.82206 -11.61429 5.71813
C 3.74081 -7.64528 6.91929
S 3.41890 -6.04372 6.12689
O 4.43940 -5.13310 6.77035
C 4.06536 -6.39038 4.44885
H 3.38616 -7.59281 7.95076
H 4.82515 -7.63375 7.04064
H 3.25886 -8.48022 6.42006
H 3.28384 -6.81408 3.81252
H 4.89320 -7.09334 4.54167
H 4.34637 -5.45858 3.96226

These are the Löwdin partial charges, in e, on atoms 1 to 2:
1 O -0.3255
2 S 0.6241

Entry from OMol25: C29H91ClIN2NbO18P as an isolated structure in a non-equilibrium geometry (ωB97M-V with the def2-TZVPD basis set).

Results
HOMO energy in Eh: -0.1621
E_LUMO in eV: 1.75
Largest force on an atom in hartree/bohr: 0.0597
Charge: -1

Element x y z (Å)
C 6.85271 3.15626 -0.16968
C 6.22898 2.08840 -1.12061
C 4.92172 2.62419 -1.79025
C 3.87452 1.47797 -2.04070
O 2.55536 1.98702 -2.05551
Nb 1.59328 1.83297 -0.17855
C 0.57023 1.66356 1.87139
C 0.84967 0.27902 2.58562
C 0.54609 0.34696 4.14713
C 1.78892 -0.21449 4.92356
N 2.23516 -1.55488 4.43713
O 3.47931 1.74388 0.84532
N 3.48750 2.50496 1.93403
O 4.08554 1.97972 2.82888
C 1.77725 4.09563 -0.02443
Cl 1.36583 4.98611 -1.57819
C 0.93754 4.76336 1.12968
C 1.12292 6.34080 1.03562
C -0.37582 1.87360 -1.31996
I 0.03755 2.11165 -3.49096
C -1.25001 0.56624 -1.28606
C -1.98845 0.25811 0.05723
P 1.75525 -0.75856 -0.24444
C 3.36870 -1.37281 0.50251
O 1.77704 -1.30820 -1.87858
H 7.51589 3.86982 -0.69723
H 6.07277 3.75067 0.34298
H 7.46332 2.67588 0.62127
H 6.04479 1.17662 -0.51471
H 6.94604 1.78699 -1.91362
H 5.16285 3.16806 -2.72173
H 4.46948 3.35578 -1.08696
H 4.04550 0.60001 -1.38729
H 4.08950 1.12636 -3.08726
H 0.96227 2.41767 2.59428
H -0.52261 1.88506 1.82070
H 1.93939 0.11052 2.50442
H 0.23055 -0.54045 2.18907
H 0.42943 1.40708 4.44791
H -0.36622 -0.24376 4.36069
H 2.65407 0.46957 4.80896
H 1.54614 -0.35884 5.99944
H 1.45201 -2.00088 3.96179
H 2.90706 -1.40947 3.68724
H 2.83873 4.36446 0.18350
H 1.44005 4.49393 2.08101
H -0.13011 4.48518 1.10458
H 2.14252 6.54677 0.64447
H 0.36330 6.82236 0.41573
H 1.13817 6.71532 2.08223
H -1.04833 2.72102 -1.07052
H -2.06493 0.73792 -2.03151
H -0.72403 -0.32779 -1.67897
H -2.94048 -0.25003 -0.22874
H -2.28832 1.15443 0.62459
H -1.41450 -0.48526 0.63915
H 3.69576 -0.81040 1.39212
H 4.13926 -1.42030 -0.29669
H 3.20927 -2.42909 0.82060
H 2.52188 -0.92913 -2.36050
C 10.22074 1.00460 0.80291
O 10.07546 1.69409 -0.43307
H 9.23205 0.71585 1.15349
H 10.82914 0.10613 0.66509
H 10.68873 1.65627 1.54619
H 10.95359 1.94151 -0.72809
C 3.66365 -5.96898 0.25718
O 2.76723 -4.86450 0.19200
H 4.43994 -5.74313 0.98685
H 3.12760 -6.86620 0.56938
H 4.12601 -6.13390 -0.72027
H 2.09176 -5.08057 -0.45420
C -3.71148 0.55872 5.51293
O -2.90076 0.15243 4.41686
H -3.08856 0.63077 6.40499
H -4.14895 1.53395 5.29656
H -4.50259 -0.17669 5.68222
H -3.48393 0.10550 3.65736
C -7.51056 -0.89854 6.67798
O -6.70394 -1.31704 5.57896
H -6.88078 -0.82834 7.56333
H -7.94903 0.07826 6.46801
H -8.30442 -1.63122 6.85618
H -7.27535 -1.37179 4.81125
C -5.95549 -0.52826 1.31620
O -4.72259 -0.07962 1.86663
H -6.67033 0.29163 1.35589
H -5.81302 -0.83108 0.27586
H -6.34224 -1.37095 1.89574
H -4.10574 -0.81641 1.82000
C -1.19834 9.49202 0.44054
O -1.01842 8.41096 1.34699
H -0.51831 9.35319 -0.39787
H -2.22709 9.50734 0.06923
H -0.97055 10.44131 0.93420
H -1.62369 8.54725 2.07919
C 0.00685 -3.53669 -4.75653
O -0.47391 -3.00860 -3.52673
H -0.81744 -4.02710 -5.27328
H 0.39074 -2.72793 -5.38076
H 0.79787 -4.26748 -4.56149
H 0.26972 -2.57868 -3.08485
C -1.97118 -7.10931 -6.10901
O -2.90232 -6.59165 -5.16622
H -2.39698 -8.00441 -6.55925
H -1.78090 -6.36835 -6.89035
H -1.03628 -7.36950 -5.60503
H -2.51157 -5.80360 -4.77919
C -3.07183 -2.26224 -5.98046
O -2.33600 -2.66604 -7.13173
H -2.38695 -2.19118 -5.13698
H -3.53038 -1.28464 -6.15405
H -3.84636 -3.00285 -5.75643
H -2.95556 -2.72300 -7.86606
C -8.90163 3.08849 7.54661
O -9.19331 1.88573 6.84207
H -7.83695 3.29149 7.45398
H -9.46475 3.92209 7.11877
H -9.15582 2.97697 8.60416
H -10.13421 1.72258 6.93413
C -4.70921 3.98202 3.30809
O -5.08027 2.67376 3.72666
H -4.79009 4.65320 4.16149
H -3.67757 3.98334 2.94687
H -5.37723 4.32838 2.51422
H -5.00102 2.09458 2.96082
C 2.68992 -1.14415 -6.71670
O 2.86502 -2.18852 -5.76702
H 3.35390 -1.32790 -7.55971
H 1.65441 -1.12542 -7.06863
H 2.94426 -0.18447 -6.25962
H 2.27433 -2.00550 -5.03301
C 2.20892 -9.08062 2.67710
O 3.46810 -8.53408 2.30212
H 2.05582 -10.00427 2.12235
H 2.19586 -9.29919 3.74820
H 1.40597 -8.37906 2.43481
H 3.58516 -7.72155 2.80000
C -2.55102 -3.53080 -11.00594
O -3.29804 -2.85393 -10.00056
H -1.72395 -4.05069 -10.52782
H -3.18441 -4.25883 -11.51965
H -2.15440 -2.81218 -11.72744
H -4.02228 -2.40039 -10.43590

These are the Löwdin partial charges, in e, on atoms 1 to 2:
1 C -0.1157
2 C -0.2493

Entry from OMol25: C2AgFLi2O2 as an isolated structure in a non-equilibrium geometry (ωB97M-V with the def2-TZVPD basis set).

Results
HOMO energy (alpha / beta) in Eh: -0.0732 / -0.0705
⟨S²⟩: 0.757
E_LUMO (alpha / beta) in eV: 2.42 / 2.36
Largest force on an atom in hartree/bohr: 0.0338
Charge: -1
Multiplicity: 2
Relative energy (zero: lowest compared OMol25 entry of this formula, charge and spin) in eV: 0.000

Element x y z (Å)
C 0.47903 -1.37895 -0.00110
O 1.71931 -1.64779 -0.21701
Li 2.20993 0.18332 -0.13697
F 1.08996 1.54834 0.04204
C -0.69316 -1.06842 0.21115
O -1.74064 -0.27402 0.29554
Ag -2.73646 1.70045 -1.38997
Li -0.32798 0.93707 1.19633

These are the natural (NBO) partial charges, in e, on atoms 1 to 2:
1 C 0.0868
2 O -0.9401

Entry from OMol25: C2AlF6NO4S2 as an isolated structure in a non-equilibrium geometry (ωB97M-V with the def2-TZVPD basis set).

Results
HOMO energy in Eh: -0.4060
E_LUMO in eV: -1.26
Largest force on an atom in hartree/bohr: 0.1257
Relative energy (zero: lowest compared OMol25 entry of this formula, charge and spin) in eV: 0.000

Element x y z (Å)
O 0.61338 0.41929 1.71109
Al 1.16765 0.27234 0.26701
N 2.13776 0.57213 -1.26425
S -0.74024 -0.35020 2.04277
O -0.53189 -1.30285 3.18072
C -1.62632 1.06703 2.90300
F -2.84184 0.65365 3.25721
F -1.75570 2.10712 2.08608
F -0.97533 1.45344 3.99130
S 1.49645 -0.71738 -1.72161
O 0.49934 -1.18963 -0.63677
O 2.27032 -1.83255 -2.31386
C 0.29473 -0.36285 -3.11098
F -0.60389 0.54298 -2.72802
F 0.95360 0.12418 -4.16357
F -0.35801 -1.45669 -3.50012

These are the natural (NBO) partial charges, in e, on atoms 1 to 2:
1 O -1.1358
2 Al 2.0398

Electronic energy? In order: -7760.89678 -3779.15226 -488.62872 -2069.95079 a.u..